Record 1
Density functional theory data (the ωB97M-V functional and the def2-TZVPD basis) for an isolated ion of composition C16H31IN3O2P2 and charge +1.

Its total charge is +1. Its energy is -1922.667956 a.u. As for the frontier orbital gap: 6.02 eV. The largest force on an atom is 5.71 eV/A. As for the SMILES: CCCCCCc1c(NCC)c([PH2]=N)cc(P(O)O)[n+]1[C@@H](I)CC.

Positions of all 55 atoms, in Å:
H 3.60 -0.20 -3.20
C -4.01 -3.49 -0.38
H 3.77 -2.83 -2.63
H 4.34 -1.18 2.70
H 0.75 4.77 0.32
H -2.04 1.88 -2.25
H 5.02 -0.95 0.45
P -1.27 -2.31 3.40
H -0.98 2.03 0.27
C 1.28 -1.32 2.20
H 3.44 1.64 1.40
N 2.38 0.31 -1.48
H -3.07 -1.84 1.27
C 2.26 -0.69 1.04
I -3.65 0.53 0.05
H -4.81 -2.83 0.19
N -1.02 -1.14 0.57
H -2.21 3.93 -0.65
H 0.25 -3.81 4.05
H -1.71 -0.43 -2.35
H -3.63 -4.35 0.33
P 4.11 -0.47 1.45
C -1.04 4.01 -0.86
C -0.69 0.01 -1.99
C -0.40 4.99 0.29
H -0.92 4.42 -1.96
H -3.26 -1.86 -1.80
C -2.52 -1.37 0.34
H -0.94 3.45 2.02
H 1.78 -1.62 3.24
H 1.91 1.11 -1.94
H 0.71 2.58 -0.58
H -1.85 -3.00 -1.26
C -0.15 -0.51 -0.54
C -0.47 2.45 -0.69
H -0.67 6.09 -0.01
H -2.26 4.80 1.75
O -2.23 -3.69 2.92
H 3.21 -2.50 -0.86
H -1.68 -4.25 2.29
C -0.35 -1.53 1.89
C -1.09 4.60 1.76
N 4.35 1.16 1.60
C 1.50 -0.29 -0.36
H -0.56 5.20 2.64
H -4.60 -3.93 -1.32
C -0.87 1.67 -2.08
H 2.02 -1.22 -3.12
C 3.71 -1.98 -1.79
H -0.34 2.09 -3.05
C 2.85 -0.75 -2.45
H 4.84 -1.66 -1.60
O -0.07 -2.98 4.53
H 0.10 -0.24 -2.85
C -2.82 -2.48 -0.88


Record 2
Density functional theory data (the ωB97M-V functional and the def2-TZVPD basis) for C54H51I2N5NaO4P2 as an isolated structure.

Its total charge is -1. Its energy is -4103.203317 a.u. As for the frontier orbital gap (spin up / spin down): 4.40 / 3.38 eV. The largest force on an atom is 5.45 eV/A. The energy above the lowest of the compared OMol25 structures with the same formula, charge and spin comes out at 148.3 kcal/mol.

Positions of all 119 atoms, in Å:
C -19.86 0.07 15.64
H -15.37 -4.13 14.84
N -15.75 -3.39 18.82
I -13.67 1.51 21.41
H -17.09 5.31 12.04
C -13.35 -5.53 17.28
H -10.57 0.07 12.38
H -17.86 -6.06 19.54
H -12.05 -7.30 17.15
H -12.29 -4.43 13.35
N -17.78 -1.15 14.91
C -9.96 -2.71 16.72
H -20.92 -1.47 14.68
H -18.54 -1.58 12.02
C -10.12 -3.09 18.06
H -13.10 -2.42 17.99
H -5.85 -5.26 15.49
C -11.30 -2.68 14.20
C -17.38 4.71 12.88
H -13.89 -7.51 17.47
H -15.27 -2.47 15.23
H -16.88 -3.38 15.57
C -18.03 -0.81 12.60
H -15.42 4.66 13.62
C -20.89 -0.90 15.59
C -9.93 -2.12 19.09
C -12.05 -3.38 13.21
C -16.46 -2.79 13.46
H -10.42 -4.06 18.35
H -8.91 -0.34 19.66
C -6.75 -5.65 13.55
H -19.59 5.65 21.18
C -19.86 1.10 16.60
P -10.58 -3.81 15.42
H -16.97 -4.86 12.96
O -16.31 1.10 16.22
I -13.11 -0.74 22.91
C -19.49 4.63 17.94
C -13.11 -6.97 16.96
H -19.71 -7.67 20.16
H -13.12 -7.18 15.91
C -18.79 -0.34 14.67
H -8.63 0.42 17.25
P -18.57 2.45 16.63
C -18.42 3.97 20.49
C -19.96 5.37 19.08
H -22.07 -6.81 20.26
C -16.44 4.42 13.86
C -14.49 -3.93 18.71
H -20.09 2.96 14.10
H -22.48 -1.93 16.58
H -9.90 -4.68 12.55
C -17.33 -3.83 12.76
H -20.92 1.69 18.29
H -8.80 -1.26 15.45
C -9.26 -0.91 18.84
H -17.58 2.21 19.49
N -17.23 1.41 17.03
H -16.09 3.12 15.58
C -21.29 -6.11 19.91
H -13.28 -3.06 11.37
H -19.43 4.72 12.26
C -18.16 3.10 19.39
H -15.30 -5.90 18.15
C -16.83 3.58 14.92
H -22.67 -0.08 18.35
C -18.72 4.30 12.96
H -20.65 6.17 18.96
C -14.47 -5.19 18.05
N -11.53 -5.03 16.02
H -18.06 3.76 21.48
C -19.17 -4.41 19.05
C -6.73 -5.15 14.86
C -21.52 -4.77 19.55
O -12.45 -4.54 17.02
C -17.96 -3.54 18.75
H -18.27 -3.88 13.25
H -13.78 -2.15 19.67
C -20.93 0.97 17.54
H -15.55 -2.67 12.88
C -13.37 -2.90 18.95
H -12.47 -0.83 11.07
C -18.74 3.42 18.11
C -18.18 3.18 15.11
C -7.89 -4.60 15.36
C -12.55 -2.65 12.07
H -10.22 -2.35 20.09
C -18.90 -5.71 19.47
C -9.05 -4.36 14.58
C -19.27 5.09 20.28
H -7.88 -5.78 11.72
H -20.65 -2.91 18.74
H -16.19 -0.75 13.66
H -17.50 -3.68 11.71
H -19.90 4.77 16.95
C -19.97 -6.63 19.88
C -17.09 -1.38 13.61
H -12.47 -3.37 19.33
C -9.02 -4.79 13.23
C -7.87 -5.45 12.76
C -21.80 -1.11 16.64
C -11.11 -0.84 12.69
C -12.05 -1.37 11.86
C -9.02 -0.58 17.52
C -21.87 -0.07 17.57
H -7.93 -4.25 16.39
H -5.88 -6.20 13.18
H -10.03 -0.95 14.46
C -19.10 3.48 14.06
O -18.98 -0.04 13.31
H -17.54 -0.19 11.88
O -18.03 -2.34 18.43
C -16.02 -3.28 14.86
Na -16.50 -1.04 17.00
C -20.46 -3.94 19.02
H -22.49 -4.36 19.69
C -9.25 -1.45 16.45
C -10.79 -1.44 13.84
N -16.81 -4.23 18.89


Record 3
Density functional theory data (the ωB97M-V functional and the def2-TZVPD basis) for C11H26MnN5OS2Te as an isolated structure.

Its total charge is +3. As for the spin multiplicity: 2. The expectation value of S² is 1.1205. Its energy is -2998.135577 a.u. As for the frontier orbital gap (spin up / spin down): 6.15 / 7.38 eV. The largest force on an atom is 0.80 eV/A.

Positions of all 47 atoms, in Å:
H 3.19 -1.31 2.40
C 1.46 -0.81 -4.10
C 2.49 -1.41 3.23
Mn -0.88 -0.26 0.34
Te 2.05 0.31 -2.41
H 1.80 -2.23 3.06
C 2.51 2.05 -3.53
H 2.57 2.90 -2.85
H -1.72 -3.01 -3.24
S -0.14 -1.83 -1.13
H 3.48 1.87 -3.99
H 1.35 -1.86 -3.81
S -0.12 1.16 -1.61
C -1.32 -1.15 -2.25
C -1.33 0.18 -2.48
H -3.02 -2.44 -2.20
H 0.41 1.83 3.80
H 1.75 2.21 -4.29
H -0.94 3.56 3.55
N -1.31 3.14 2.71
C 0.85 0.25 2.61
H -3.13 -2.77 1.84
H 1.28 0.68 5.37
H -2.08 1.98 -3.41
H -1.43 -2.63 2.41
C -0.84 2.01 2.21
H 2.26 -0.69 -4.82
O -2.04 -1.31 0.94
H -2.05 2.00 0.68
H 2.44 1.65 4.38
H 3.06 -1.65 4.12
H -1.79 -3.33 0.79
N 1.77 -0.15 3.47
N 0.60 -0.40 1.47
H 2.94 0.16 5.17
C -2.24 0.90 -3.44
C -2.26 -2.11 -2.92
H -3.28 0.71 -3.20
C 2.11 0.64 4.66
H -2.76 -1.67 -3.77
N 0.17 1.40 2.92
N -1.30 1.46 1.11
H -2.08 3.62 2.28
C -2.09 -2.61 1.55
H -2.07 0.57 -4.47
H 0.53 -0.40 -4.49
H 1.16 -1.23 1.36


Record 4
Density functional theory data (the ωB97M-V functional and the def2-TZVPD basis) for a 2-piece molecular cluster, C4H12NPS overall.

Its energy is -953.818332 a.u. As for the frontier orbital gap: 8.45 eV. The largest force on an atom is 2.66 eV/A. The energy above the lowest of the compared OMol25 structures with the same formula, charge and spin comes out at 53.8 kcal/mol. As for the SMILES: C=PSC.CNC.

Positions of all 19 atoms, in Å:
H -2.46 1.42 2.28
H 1.96 -1.42 -0.28
S -2.21 0.52 0.09
H -0.95 1.91 1.57
H -2.59 2.73 1.11
C -2.44 -2.58 0.09
C -1.99 1.81 1.40
H -2.31 -3.46 0.67
H 0.15 1.14 -0.64
C 2.64 -0.85 -0.92
H 1.48 2.10 -0.18
H 1.34 0.43 0.49
N 1.95 0.33 -1.39
H 2.94 -1.52 -1.78
P -1.89 -1.34 1.07
H -2.97 -2.57 -0.87
H 2.57 0.83 -1.93
H 3.55 -0.57 -0.33
C 1.22 1.08 -0.44